i) Computed, not measured: a 2-piece molecular cluster, C4H5BrFN overall, with the ωB97M-V functional and the def2-TZVPD basis.

Computed properties:
Gap between HOMO and LUMO, eV: 9.892
Multiplicity: 1
Molecular weight, g/mol: 166.0
SMILES: C/C(F)=C\Br.C#N
HOMO energy, eV: -9.14

Each line ends with the natural charge from an NBO analysis.
Cartesian coordinates (Å):
C (-0.920, -1.575, 0.848)  -0.7161
C (-0.398, -1.056, -0.410)  0.4150
F (-1.295, -1.128, -1.366)  -0.3124
C (0.819, -0.502, -0.630)  -0.3900
Br (2.094, -0.516, 0.765)  0.0488
H (-0.950, -2.679, 1.164)  0.2486
H (-1.915, -1.078, 1.017)  0.2423
H (-0.295, -1.038, 1.596)  0.2400
H (1.041, 0.084, -1.471)  0.2233
C (0.643, 3.220, -0.531)  0.0799
N (-0.365, 3.048, 0.003)  -0.2914
H (1.542, 3.221, -0.983)  0.2120

---

ii) Computed, not measured: one molecule with the formula C4H5BrFN, with the ωB97M-V functional and the def2-TZVPD basis.

Computed properties:
Gap between HOMO and LUMO, eV: 9.293
Multiplicity: 1
Molecular weight, g/mol: 166.0
SMILES: C=N/C(Br)=C(/C)F
HOMO energy, eV: -8.76

Each line ends with the natural charge from an NBO analysis.
Cartesian coordinates (Å):
C (0.077, 2.446, -0.310)  -0.0024
N (-0.773, 1.686, 0.244)  -0.4270
C (-0.789, 0.278, 0.094)  -0.0461
Br (-2.462, -0.521, -0.090)  0.0863
C (0.303, -0.509, 0.068)  0.3725
C (0.215, -2.041, 0.157)  -0.6683
F (1.483, 0.065, 0.319)  -0.3219
H (0.281, 3.507, -0.057)  0.1700
H (0.861, 2.249, -1.020)  0.1509
H (0.346, -2.463, 1.111)  0.2270
H (1.124, -2.362, -0.293)  0.2261
H (-0.665, -2.335, -0.223)  0.2328

---

Calculated relative energies: i) 0.0; ii) 16.5, given in kJ/mol

---

i) Computed, not measured: a 12-piece molecular cluster, C17H58N8O12 overall, with the ωB97M-V functional and the def2-TZVPD basis.

Computed properties:
Gap between HOMO and LUMO, eV: 8.643
Multiplicity: 1
Molecular weight, g/mol: 566.7
SMILES: NC(N)=O.NC(N)=O.NC(N)=O.NC(N)=O.CCO.CCO.CCO.CCO.CCO.CO.CO.CO
HOMO energy, eV: -8.83

Each line ends with the Mulliken charge.
Cartesian coordinates (Å):
N (24.164, -7.370, 9.636)  -0.2287
C (24.343, -6.182, 9.046)  -0.3319
N (23.641, -5.987, 8.025)  -0.4508
O (25.275, -5.355, 9.497)  -0.4233
H (24.633, -7.437, 10.524)  0.1242
H (23.297, -7.900, 9.500)  0.3128
H (23.780, -5.145, 7.492)  0.3007
H (22.776, -6.440, 7.589)  0.2650
N (25.854, -8.869, 8.109)  -0.0944
C (26.075, -8.591, 6.927)  0.3293
N (25.336, -7.600, 6.540)  -0.2841
O (26.904, -9.403, 6.179)  -0.8213
H (26.566, -9.394, 8.572)  0.2677
H (25.106, -8.360, 8.676)  0.5506
H (25.741, -7.261, 5.608)  0.2445
H (24.810, -6.911, 7.079)  0.4277
N (25.329, -7.858, 12.039)  0.7113
C (24.468, -7.238, 12.712)  -0.1570
N (24.638, -5.938, 12.882)  0.0037
O (23.305, -7.913, 13.188)  -0.8531
H (25.176, -8.884, 12.040)  0.2216
H (26.218, -7.477, 11.534)  -0.7201
H (23.821, -5.464, 13.250)  0.2402
H (25.496, -5.317, 12.628)  0.3945
N (26.430, -3.087, 10.454)  -0.0929
C (26.926, -3.147, 11.677)  0.3090
N (27.793, -2.202, 11.986)  -0.3467
O (26.581, -4.226, 12.511)  -0.7383
H (25.943, -3.880, 10.093)  0.2720
H (26.563, -2.255, 9.835)  0.2629
H (28.129, -2.270, 12.966)  0.1166
H (27.526, -1.230, 11.583)  0.3474
C (28.083, -8.422, 15.427)  -1.1108
C (26.608, -8.409, 14.943)  0.8015
O (25.979, -9.395, 15.753)  -0.6177
H (28.609, -7.670, 14.879)  0.1424
H (28.622, -9.419, 15.297)  0.3306
H (28.194, -8.156, 16.513)  0.3602
H (26.664, -8.769, 13.938)  -0.2689
H (26.074, -7.455, 14.969)  0.0955
H (25.042, -9.447, 15.628)  0.3334
C (27.907, -4.850, 6.939)  0.6588
C (26.764, -3.911, 6.544)  -0.2867
O (27.378, -2.731, 6.037)  -0.5347
H (28.370, -4.535, 7.913)  -0.3850
H (28.616, -5.052, 6.121)  0.4368
H (27.547, -5.829, 7.329)  -0.6155
H (26.091, -3.668, 7.365)  0.0205
H (26.154, -4.425, 5.780)  0.2359
H (27.536, -2.967, 5.110)  0.3508
C (28.875, -6.432, 11.849)  -0.9138
C (28.328, -6.256, 10.487)  0.4610
O (27.430, -7.218, 10.159)  1.2496
H (29.615, -5.676, 11.981)  0.2611
H (29.334, -7.377, 12.104)  0.3395
H (27.987, -6.313, 12.500)  -0.1535
H (29.125, -6.349, 9.757)  0.7857
H (27.898, -5.254, 10.367)  -0.9726
H (27.271, -7.139, 9.212)  -1.0538
C (31.826, -2.634, 9.569)  -1.6258
C (30.617, -2.962, 10.436)  1.6417
O (29.614, -2.024, 10.131)  -0.6702
H (31.567, -2.653, 8.516)  0.3384
H (32.600, -3.304, 9.606)  0.4658
H (32.199, -1.638, 9.710)  0.3713
H (30.697, -2.889, 11.557)  -0.6759
H (30.185, -3.962, 10.256)  -0.3921
H (28.938, -2.234, 10.816)  0.5848
C (28.671, -9.719, 11.186)  -0.2144
C (28.479, -10.920, 10.219)  -0.6597
O (27.913, -10.324, 9.140)  -0.4186
H (27.690, -9.366, 11.516)  -0.0491
H (29.173, -8.988, 10.666)  -0.0045
H (29.364, -10.019, 12.037)  0.4080
H (27.687, -11.608, 10.608)  0.3399
H (29.424, -11.483, 10.022)  0.3269
H (27.561, -10.999, 8.505)  0.2319
C (29.959, -8.406, 7.739)  -0.3266
O (29.235, -7.753, 6.700)  -0.5324
H (30.856, -7.981, 7.912)  0.5181
H (30.150, -9.492, 7.617)  0.2329
H (29.288, -8.277, 8.590)  -0.2282
H (28.472, -8.322, 6.362)  0.3240
C (30.418, -2.675, 14.138)  -0.1680
O (29.181, -1.956, 14.414)  -0.6443
H (31.052, -2.089, 13.417)  0.2746
H (30.186, -3.584, 13.529)  -0.1857
H (31.030, -2.864, 15.012)  0.3922
H (28.672, -2.321, 15.159)  0.3035
C (27.999, -5.080, 15.661)  -0.2235
O (27.868, -3.931, 16.500)  -0.5697
H (28.783, -5.771, 15.991)  0.2430
H (28.074, -4.813, 14.553)  -0.0534
H (26.978, -5.578, 15.667)  0.1797
H (27.297, -4.257, 17.226)  0.3557

---

ii) Computed, not measured: a 12-piece molecular cluster, C17H58N8O12 overall, with the ωB97M-V functional and the def2-TZVPD basis.

Computed properties:
Gap between HOMO and LUMO, eV: 8.986
Multiplicity: 1
Molecular weight, g/mol: 566.7
SMILES: NC(N)=O.NC(N)=O.NC(N)=O.NC(N)=O.CCO.CCO.CCO.CCO.CCO.CO.CO.CO
HOMO energy, eV: -8.77

Each line ends with the Mulliken charge.
Cartesian coordinates (Å):
N (0.511, 1.062, 3.769)  -0.0960
C (0.259, 0.440, 4.935)  0.6409
N (0.894, -0.657, 4.935)  -0.1241
O (-0.477, 0.806, 6.025)  -0.7706
H (0.173, 2.017, 3.709)  -0.1577
H (1.267, 0.925, 3.037)  0.1200
H (1.068, -1.102, 5.803)  0.2496
H (1.260, -0.989, 4.074)  0.1948
N (0.446, 4.726, 2.117)  -0.2989
C (-0.539, 3.825, 2.346)  0.6422
N (-0.720, 3.582, 3.636)  -0.6218
O (-1.311, 3.095, 1.373)  -0.6394
H (0.838, 4.751, 1.143)  0.2127
H (0.696, 5.407, 2.860)  0.2221
H (-1.545, 3.135, 3.913)  0.1545
H (-0.116, 3.945, 4.332)  0.1995
N (2.615, 0.320, 2.142)  -0.1046
C (2.751, -0.950, 2.481)  -0.0237
N (1.569, -1.548, 2.374)  0.2459
O (3.812, -1.511, 3.158)  -0.7475
H (3.314, 1.088, 2.458)  0.2706
H (2.018, 0.629, 1.350)  0.0433
H (1.658, -2.556, 2.419)  0.2707
H (0.728, -1.128, 2.036)  -0.3824
N (-1.833, -0.004, -3.337)  -0.0596
C (-1.171, 0.582, -4.265)  0.3670
N (-0.422, -0.231, -4.911)  -0.2757
O (-1.345, 1.964, -4.511)  -0.7534
H (-2.419, 0.568, -2.646)  0.2869
H (-1.593, -0.922, -3.022)  0.1642
H (0.134, 0.087, -5.712)  0.2904
H (0.021, -0.985, -4.435)  0.1828
C (-3.933, -1.992, -1.803)  0.1466
C (-4.476, -2.230, -0.362)  -0.1020
O (-4.022, -3.432, 0.172)  -0.5544
H (-4.397, -1.115, -2.340)  0.3462
H (-4.230, -2.850, -2.409)  0.3349
H (-2.942, -1.937, -1.749)  -0.8587
H (-5.503, -2.139, -0.217)  0.6989
H (-4.005, -1.501, 0.316)  -0.2659
H (-4.798, -3.881, 0.396)  0.2973
C (4.163, -1.891, -0.502)  -1.4883
C (2.645, -1.951, -0.720)  0.0984
O (2.263, -2.515, -1.936)  -0.7084
H (4.394, -1.251, 0.333)  0.3159
H (4.653, -1.449, -1.343)  0.4296
H (4.579, -2.905, -0.291)  0.3338
H (2.255, -0.957, -0.580)  -0.4270
H (2.266, -2.513, 0.072)  0.9473
H (2.264, -3.480, -1.846)  0.3809
C (-2.955, 0.889, 3.651)  -0.9345
C (-2.518, -0.413, 3.010)  -0.0649
O (-1.297, -0.293, 2.312)  0.6692
H (-3.851, 0.754, 4.340)  0.3754
H (-3.307, 1.495, 2.791)  0.2852
H (-2.221, 1.450, 4.239)  -0.0706
H (-3.199, -0.659, 2.252)  0.0267
H (-2.510, -1.248, 3.724)  0.3377
H (-0.681, 0.115, 2.915)  -0.3540
C (0.171, 4.084, -1.520)  -0.5449
C (1.568, 3.828, -1.044)  0.2363
O (2.098, 4.936, -0.345)  -0.6301
H (-0.407, 4.263, -0.664)  0.1051
H (-0.261, 3.123, -1.946)  -0.0921
H (-0.024, 4.861, -2.225)  0.4612
H (2.198, 3.539, -1.931)  0.4847
H (1.608, 2.933, -0.406)  -0.3594
H (2.371, 5.619, -0.971)  0.3636
C (1.743, 0.943, -2.812)  1.3032
C (2.774, 0.500, -3.829)  -1.0229
O (3.650, -0.478, -3.366)  -0.5685
H (1.083, 0.128, -2.777)  -1.4075
H (1.137, 1.805, -3.059)  0.5652
H (2.306, 1.058, -1.864)  0.0775
H (3.409, 1.338, -4.075)  0.4147
H (2.307, 0.165, -4.697)  0.3606
H (3.170, -1.285, -3.175)  0.3018
C (-0.592, -3.481, -3.153)  -0.9467
O (-0.196, -2.179, -2.771)  -0.2556
H (-1.676, -3.598, -3.190)  0.2515
H (-0.232, -4.192, -2.452)  0.3734
H (-0.156, -3.858, -4.126)  0.2335
H (0.668, -2.222, -2.334)  0.2242
C (-0.444, 0.384, -0.599)  -0.9042
O (0.438, 0.998, 0.281)  1.7059
H (-0.710, 1.009, -1.425)  -0.4766
H (-1.399, 0.082, -0.214)  0.4813
H (-0.008, -0.524, -0.861)  0.2585
H (-0.085, 1.751, 0.548)  -0.7973
C (-1.078, -2.751, 0.641)  1.3373
O (-1.345, -4.000, -0.007)  -0.6519
H (-1.162, -2.856, 1.744)  0.3360
H (-1.774, -1.954, 0.307)  -0.4303
H (-0.044, -2.461, 0.537)  -1.1151
H (-2.285, -3.985, -0.230)  0.4297

---

Calculated relative energies: i) 56.8; ii) 0.0, given in kJ/mol

---

i) Computed, not measured: C2H6NO2S as an isolated structure, with the ωB97M-V functional and the def2-TZVPD basis.

Computed properties:
Charge: +1
Gap between HOMO and LUMO, eV: 7.940
Multiplicity: 1
Molecular weight, g/mol: 108.1
HOMO energy, eV: -12.39

Each line ends with the natural charge from an NBO analysis.
Cartesian coordinates (Å):
C (0.078, 0.446, 0.458)  0.7507
C (0.038, -0.260, -0.822)  -0.3495
N (-0.164, -1.786, -0.603)  -0.7019
O (0.096, 0.042, 1.581)  -0.4529
O (0.316, 2.223, 0.155)  -0.7137
S (0.753, 2.844, 1.571)  0.4330
H (1.037, -0.228, -1.287)  0.2912
H (-0.741, 0.114, -1.477)  0.2861
H (-0.157, -1.892, 0.404)  0.4685
H (0.240, -2.517, -1.240)  0.4767
H (-1.128, -2.020, -0.865)  0.4434
H (-0.367, 3.035, 2.125)  0.0683

---

ii) Computed, not measured: a 2-piece molecular cluster, C2H6NO2S overall, with the ωB97M-V functional and the def2-TZVPD basis.

Computed properties:
Charge: +1
Gap between HOMO and LUMO, eV: 9.932
Multiplicity: 1
Molecular weight, g/mol: 108.1
HOMO energy, eV: -14.26

Each line ends with the natural charge from an NBO analysis.
Cartesian coordinates (Å):
C (3.141, -0.586, -0.273)  0.2665
C (-1.767, -0.305, 0.045)  0.0298
N (-1.242, 0.875, 0.304)  -0.6631
O (2.118, -0.349, 0.321)  -0.0679
O (0.966, -0.113, -0.355)  -0.5488
S (-3.477, -0.456, -0.047)  0.2386
H (3.234, -0.420, -1.293)  0.1976
H (3.919, -0.994, 0.438)  0.2119
H (-1.098, -1.232, -0.165)  0.3039
H (-1.920, 1.659, 0.508)  0.4173
H (-0.232, 0.966, 0.155)  0.4703
H (-3.641, 0.955, 0.364)  0.1441

---

Calculated relative energies: i) 0.0; ii) 212.8, given in kJ/mol

---

i) Computed, not measured: one molecule with the formula C15H19ClN2O3, with the ωB97M-V functional and the def2-TZVPD basis.

Computed properties:
Gap between HOMO and LUMO, eV: 9.241
Multiplicity: 1
Molecular weight, g/mol: 310.8
SMILES: COC(=O)c1ccc(Cl)c(NC(=O)NC2CCCCC2)c1
HOMO energy, eV: -8.79

Each line ends with the natural charge from an NBO analysis.
Cartesian coordinates (Å):
C (4.942, -1.255, -4.456)  -0.2583
O (3.704, -1.206, -3.763)  -0.5106
C (2.635, -1.643, -4.451)  0.7784
O (2.709, -2.058, -5.581)  -0.5901
C (1.380, -1.559, -3.669)  -0.1650
C (0.196, -1.991, -4.264)  -0.1572
C (-0.986, -1.951, -3.555)  -0.2201
C (-1.002, -1.471, -2.253)  -0.0559
Cl (-2.466, -1.540, -1.359)  0.0403
C (0.168, -0.985, -1.659)  0.2084
N (0.155, -0.487, -0.352)  -0.6693
C (-0.707, 0.547, 0.036)  0.7964
O (-1.454, 1.110, -0.727)  -0.6314
N (-0.567, 0.863, 1.350)  -0.6432
C (-1.484, 1.787, 1.992)  -0.0516
C (-0.761, 2.582, 3.081)  -0.4030
C (-0.416, 1.716, 4.291)  -0.3988
C (-1.666, 1.040, 4.846)  -0.3989
C (-2.342, 0.197, 3.769)  -0.4017
C (-2.708, 1.062, 2.566)  -0.4088
C (1.356, -1.053, -2.375)  -0.2035
H (4.891, -0.654, -5.366)  0.1955
H (5.182, -2.285, -4.730)  0.1940
H (5.689, -0.856, -3.775)  0.1940
H (0.228, -2.367, -5.275)  0.2397
H (-1.904, -2.309, -3.995)  0.2314
H (1.043, -0.530, 0.128)  0.3943
H (-0.079, 0.222, 1.954)  0.3874
H (-1.815, 2.462, 1.196)  0.2376
H (-1.415, 3.395, 3.400)  0.2062
H (0.146, 3.023, 2.664)  0.2143
H (0.042, 2.340, 5.062)  0.2137
H (0.317, 0.955, 4.013)  0.1807
H (-1.403, 0.414, 5.701)  0.2076
H (-2.364, 1.805, 5.194)  0.1953
H (-3.245, -0.266, 4.172)  0.2140
H (-1.673, -0.610, 3.460)  0.1872
H (-3.157, 0.451, 1.781)  0.2206
H (-3.441, 1.811, 2.870)  0.2033
H (2.272, -0.705, -1.923)  0.2271

---

ii) Computed, not measured: one molecule with the formula C15H19ClN2O3, with the ωB97M-V functional and the def2-TZVPD basis.

Computed properties:
Gap between HOMO and LUMO, eV: 9.151
Multiplicity: 1
Molecular weight, g/mol: 310.8
SMILES: CCOC(=O)C1CCN(C(=O)Nc2ccccc2Cl)CC1
HOMO energy, eV: -8.49

Each line ends with the natural charge from an NBO analysis.
Cartesian coordinates (Å):
C (-4.726, -2.430, -0.147)  -0.6352
C (-5.281, -1.017, -0.054)  -0.0757
O (-4.296, -0.103, 0.434)  -0.5136
C (-3.423, 0.381, -0.451)  0.8079
O (-3.452, 0.135, -1.629)  -0.6109
C (-2.425, 1.316, 0.220)  -0.3264
C (-1.315, 1.715, -0.757)  -0.4042
C (-0.409, 0.514, -1.044)  -0.2219
N (0.116, -0.023, 0.188)  -0.4540
C (1.416, -0.072, 0.571)  0.8018
O (1.788, -0.624, 1.583)  -0.6401
N (2.298, 0.577, -0.308)  -0.6787
C (3.677, 0.376, -0.210)  0.2263
C (4.554, 1.454, -0.136)  -0.2624
C (5.920, 1.256, -0.069)  -0.1902
C (6.435, -0.028, -0.067)  -0.2247
C (5.581, -1.113, -0.163)  -0.2088
C (4.214, -0.914, -0.250)  -0.0787
Cl (3.179, -2.276, -0.464)  0.0226
C (-0.909, -0.488, 1.096)  -0.2244
C (-1.823, 0.676, 1.478)  -0.3997
H (-5.515, -3.113, -0.449)  0.2192
H (-4.334, -2.746, 0.818)  0.2111
H (-3.928, -2.470, -0.884)  0.2215
H (-5.624, -0.678, -1.037)  0.1994
H (-6.099, -0.961, 0.667)  0.1909
H (-2.996, 2.205, 0.512)  0.2401
H (-1.756, 2.061, -1.693)  0.2317
H (-0.732, 2.528, -0.320)  0.2021
H (0.402, 0.785, -1.719)  0.2200
H (-1.005, -0.264, -1.534)  0.2121
H (2.032, 1.510, -0.588)  0.3946
H (4.149, 2.457, -0.127)  0.2087
H (6.581, 2.108, -0.009)  0.2142
H (7.500, -0.189, -0.002)  0.2168
H (5.968, -2.119, -0.186)  0.2274
H (-0.413, -0.902, 1.975)  0.2548
H (-1.491, -1.278, 0.608)  0.1856
H (-2.618, 0.324, 2.135)  0.2297
H (-1.239, 1.427, 2.014)  0.2109

---

Calculated relative energies: i) 0.0; ii) 27.1, given in kJ/mol